# 1
Entry from OMol25: C7H14F3N2O3PdS2 as an isolated structure (ωB97M-V/def2-TZVPD).

Orbital gap (alpha / beta): 7.4278 / 7.4122 eV
Net charge: +1
Spin multiplicity: 1
Total energy: -1833.97676 a.u.
HOMO energy (alpha / beta): -12.30 / -12.24 eV

Each line ends with the Löwdin charge.
Atoms and positions in Å:
H1 -1.12 -0.17 3.44  0.13
F1 0.02 -2.15 -4.42  0.17
S1 -0.84 -2.74 -2.03  0.58
H2 3.21 1.42 0.13  0.10
H3 -1.27 2.88 0.02  0.14
H4 -2.26 1.62 1.95  0.13
N1 -1.41 -0.25 1.33  -0.14
H5 0.79 1.14 2.66  0.07
O1 -1.63 -3.81 -2.49  -0.18
C1 -0.81 1.97 0.41  -0.15
H6 1.33 -0.37 3.35  0.09
H7 -0.56 -1.61 2.60  0.13
H8 -2.74 1.01 0.37  0.13
O2 -0.12 -2.88 -0.72  -0.37
F2 1.21 -3.63 -3.37  0.18
F3 1.35 -1.54 -2.82  0.09
S2 1.77 -0.28 1.01  0.98
H9 -0.56 1.42 -1.57  0.15
O3 -1.46 -1.38 -1.95  -0.37
C2 -1.89 1.10 1.06  -0.17
C3 -0.63 -0.52 2.53  -0.24
C4 1.33 1.75 -0.84  -0.23
H10 2.03 2.08 1.22  0.08
C5 0.78 0.06 2.52  -0.38
C6 0.52 -2.51 -3.25  -0.69
H11 1.38 2.83 -1.02  0.14
N2 -0.07 1.28 -0.69  -0.16
C7 2.16 1.39 0.39  -0.40
H12 1.73 1.25 -1.71  0.12
H13 -0.08 2.28 1.15  0.10
H14 -2.18 -0.90 1.28  0.13
Pd1 0.02 -0.74 -0.51  0.82

# 2
Entry from OMol25: a 12-piece molecular cluster, C73H174N10O21 overall (ωB97M-V/def2-TZVPD).

Orbital gap: 8.5625 eV
Spin multiplicity: 1
Total energy: -5012.68318 a.u.
HOMO energy: -7.97 eV
Structure (SMILES): CC1(C)CCCC(C)(C)N1O.CC1(C)CCCC(C)(C)N1O.CC1(C)CCCC(C)(C)N1O.COCCNCCOC.COCCNCCOC.COCCNCCOC.COCCNCCOC.COCCNCCOC.COCCNCCOC.COCCNCCOC.OCCO.OCCO

Each line ends with the Löwdin charge.
Atoms and positions in Å:
C1 2.00 -2.72 5.02  -0.23
C2 -6.89 3.61 -1.80  -0.46
C3 2.19 4.07 5.28  -0.20
H1 3.44 2.27 5.75  0.13
H2 -2.77 -2.19 -6.09  0.12
H3 5.06 -6.87 -0.56  0.07
H4 -7.11 1.90 -0.33  0.07
H5 0.66 7.06 -3.32  0.09
O1 -1.39 1.14 0.99  -0.23
H6 0.11 5.65 4.19  0.12
C4 -3.67 2.80 4.64  -0.18
C5 -3.54 -2.84 -5.67  -0.22
C6 -1.77 5.19 2.47  -0.06
H7 -3.40 -3.54 -8.34  0.09
H8 6.59 -6.52 -0.07  0.08
C7 -0.01 5.88 -1.06  -0.07
H9 -4.00 5.37 -1.12  0.12
C8 -7.82 4.62 -2.43  -0.03
H10 6.33 -4.26 4.94  0.13
C9 4.13 4.52 -1.55  -0.17
C10 0.50 5.76 3.18  -0.23
C11 2.46 2.72 5.90  -0.21
H11 4.15 7.27 -1.93  0.09
H12 2.94 3.09 -6.35  0.12
H13 1.06 3.40 3.81  0.08
C12 -5.04 3.16 -3.59  -0.45
N1 -0.40 8.65 -4.93  -0.06
H14 0.71 0.09 6.61  0.09
H15 -0.98 9.61 -3.07  0.12
C13 -0.65 9.71 -7.25  -0.22
H16 -2.88 2.60 1.51  0.05
C14 1.43 -11.12 0.12  -0.15
H17 2.04 -8.57 3.47  0.07
H18 6.92 -0.70 0.29  0.08
H19 2.73 -7.97 -0.17  0.11
C15 -1.13 9.60 -5.79  -0.20
H20 4.15 -4.97 5.83  0.11
H21 3.30 -8.57 5.37  0.07
H22 -0.39 8.99 -9.87  0.08
O2 5.17 -5.19 0.81  -0.23
H23 -2.86 -5.11 -2.41  0.12
O3 -0.74 6.79 -1.89  -0.21
H24 2.67 3.73 -0.21  0.11
H25 -6.82 1.04 -3.39  0.09
C16 1.05 -2.42 0.37  -0.18
C17 -5.76 1.60 3.64  -0.48
H26 -4.09 0.75 2.42  0.06
C18 3.43 3.31 -0.87  -0.20
C19 -4.05 -4.07 -7.64  -0.10
C20 2.93 4.09 -5.92  -0.18
H27 4.14 -4.83 3.06  0.08
H28 -3.17 3.72 4.97  0.10
C21 1.48 -9.65 -0.33  -0.15
H29 2.01 -11.80 -0.51  0.12
H30 -0.19 -0.68 0.13  0.09
H31 1.76 -1.11 2.37  0.07
O4 -6.38 -0.53 4.67  -0.01
H32 -3.78 1.43 -2.89  0.08
H33 4.85 -8.66 2.89  0.07
H34 -8.42 5.05 -1.63  0.08
H35 -6.01 4.84 -0.10  0.12
C22 -0.21 3.02 -2.91  -0.22
H36 0.83 0.94 3.43  0.09
H37 0.46 0.64 -1.76  0.08
H38 -0.39 4.83 -3.84  0.11
O5 3.26 -3.73 -2.49  -0.07
C23 2.76 6.34 -6.87  -0.08
H39 6.13 -2.67 2.62  0.12
H40 -1.24 -4.99 -2.29  0.11
C24 0.60 -10.97 2.49  -0.02
H41 -2.74 1.74 6.26  0.11
H42 4.64 -2.81 1.81  0.11
H43 2.83 7.22 -3.11  0.07
O6 -7.17 1.93 -3.49  -0.01
H44 2.76 -4.91 1.63  0.07
H45 -2.35 4.76 1.65  0.06
H46 0.65 8.27 -2.02  0.12
H47 1.32 4.63 5.63  0.11
H48 2.32 -13.18 2.69  0.07
H49 -3.04 -0.95 -0.37  0.07
H50 0.26 7.42 -9.54  0.08
H51 5.86 -5.38 -1.20  0.08
H52 2.44 -0.56 -4.51  0.08
H53 1.76 -5.19 0.31  0.10
H54 -1.90 3.06 0.18  0.07
O7 3.55 -10.87 3.13  -0.01
C25 0.24 0.44 2.66  -0.14
H55 4.32 6.46 -3.44  0.08
H56 -2.99 2.42 3.88  0.07
C26 5.67 -5.99 -0.32  -0.06
H57 -7.87 3.29 0.21  0.06
H58 2.48 -7.28 2.72  0.05
H59 0.60 -2.92 -0.49  0.11
H60 1.94 5.10 -4.28  0.09
H61 -0.48 7.73 -5.35  0.10
C27 5.38 -3.41 2.34  -0.19
H62 0.47 5.06 -1.60  0.05
H63 0.68 -3.68 2.87  0.03
C28 0.26 8.45 -9.19  -0.08
H64 -5.65 3.56 4.59  0.12
H65 3.84 6.50 -6.76  0.08
H66 3.37 -2.82 3.70  0.02
H67 2.58 2.90 6.97  0.11
H68 -8.55 4.27 -3.16  0.09
H69 2.62 5.80 3.40  0.12
H70 -4.14 -3.54 -3.76  0.12
C29 -5.44 3.85 -4.92  -0.01
H71 1.32 -9.72 -1.41  0.11
H72 -3.60 4.75 -3.54  0.12
H73 0.94 -11.05 3.52  0.09
N2 1.94 3.90 3.85  -0.06
H74 -7.20 2.74 2.51  0.08
H75 -5.54 0.53 7.54  0.08
H76 -7.66 2.22 4.17  0.09
H77 -4.28 2.54 6.73  0.12
H78 -4.86 3.52 3.04  0.11
H79 0.57 6.82 2.92  0.12
H80 -0.56 -1.65 1.59  0.11
H81 -5.02 3.48 -0.55  0.10
O8 1.48 -3.40 1.31  -0.20
N3 4.32 2.47 -0.09  -0.03
C30 1.96 4.09 -4.70  -0.18
H82 -1.95 -3.74 -0.44  0.12
H83 -1.27 0.89 -1.54  0.06
C31 3.87 -7.77 5.86  -0.10
C32 5.70 -4.92 4.34  -0.16
N4 -5.74 0.69 4.87  -0.08
H84 5.50 -5.96 6.22  0.12
H85 4.29 -0.19 2.04  0.11
N5 1.11 -0.51 1.89  -0.02
H86 1.93 -2.06 -0.16  0.11
H87 -2.23 6.17 2.60  0.09
H88 0.33 4.28 -5.87  0.11
C33 2.12 -12.88 1.66  -0.04
H89 -0.24 -11.60 2.19  0.09
H90 5.63 0.86 1.69  0.12
H91 -8.60 2.43 -1.17  0.08
H92 3.99 4.20 -5.68  0.11
O9 4.89 -0.36 0.14  -0.22
O10 0.33 -3.84 3.75  -0.06
C34 2.32 -4.38 0.79  -0.09
C35 -3.63 -1.82 -0.10  -0.08
C36 -4.72 4.99 -1.84  -0.21
H93 -3.21 -2.07 -3.76  0.12
H94 -7.78 1.13 2.94  0.09
C37 2.14 -8.28 2.43  -0.04
C38 -5.03 2.93 3.95  -0.12
H95 1.27 -13.47 1.35  0.09
H96 2.78 -3.66 -3.31  0.08
C39 -3.26 -3.07 -4.19  -0.24
H97 4.80 4.11 -2.30  0.12
H98 0.10 10.49 -7.34  0.11
O11 2.52 4.94 -7.02  -0.19
H99 -2.17 9.29 -5.78  0.11
H100 -2.29 -4.81 -4.35  0.11
O12 2.97 -1.32 -4.28  -0.06
C40 0.03 7.66 -2.67  -0.23
H101 0.37 -9.91 2.46  0.06
H102 -3.44 1.93 -4.53  0.09
C41 -4.76 -0.08 7.08  -0.03
O13 -3.56 -2.83 -1.11  -0.20
C42 3.13 -9.17 1.60  -0.46
C43 4.88 -5.64 5.38  -0.21
H103 -3.33 3.58 -2.25  0.10
H104 1.29 8.77 -9.31  0.08
H105 -1.43 9.95 -7.97  0.11
O14 2.74 -2.14 3.97  -0.09
H106 2.67 -2.79 5.88  0.10
H107 -0.78 -0.22 -2.72  0.09
C44 3.61 6.63 -2.63  -0.15
N6 -2.21 -3.94 -3.84  -0.08
H108 1.25 -7.89 1.93  0.08
H109 2.38 6.99 -7.65  0.07
C45 -4.47 0.58 5.67  -0.48
H110 -0.73 5.35 -0.44  0.07
O15 -3.49 -4.09 -6.32  -0.20
H111 -5.00 1.18 -4.15  0.07
H112 -4.51 -2.40 -5.91  0.12
H113 -7.22 5.44 -2.84  0.06
H114 0.22 2.39 1.42  0.12
C46 2.81 -9.02 0.10  -0.14
H115 1.25 -2.01 5.35  0.10
H116 -5.30 5.75 -2.36  0.11
H117 3.10 -13.25 1.35  0.08
H118 -1.84 8.10 -3.44  0.11
C47 -2.23 -3.25 -1.37  -0.21
H119 2.91 2.80 -1.68  0.10
C48 3.66 1.55 0.83  -0.20
H120 -0.55 -0.17 3.11  0.10
H121 -1.01 2.06 2.65  0.09
C49 -2.10 -4.34 -2.46  -0.18
H122 -3.04 0.15 4.09  0.06
H123 -1.10 10.62 -5.40  0.11
H124 6.19 -0.85 -1.28  0.08
C50 3.03 -1.32 -2.84  -0.23
C51 -3.77 1.96 5.96  -0.10
N7 0.66 3.64 -5.16  -0.03
H125 6.55 0.76 -0.60  0.09
H126 4.80 5.07 -0.88  0.12
H127 4.60 -8.36 6.42  0.09
C52 6.19 -0.24 -0.38  -0.13
H128 2.34 3.45 -3.90  0.11
N8 -6.24 2.72 -2.79  -0.11
H129 5.25 -9.02 1.24  0.08
H130 2.12 4.91 1.99  0.11
H131 -2.52 -0.30 5.61  0.09
H132 1.03 -4.62 5.48  0.12
H133 -3.84 -1.29 4.87  0.09
C53 -4.10 4.10 -2.82  -0.16
C54 -7.13 1.94 3.25  -0.07
C55 4.51 -8.51 1.86  -0.03
H134 4.28 -2.38 -1.41  0.09
H135 0.75 -9.07 0.24  0.10
C56 -7.66 2.76 -0.71  -0.03
H136 4.83 -2.51 -3.04  0.12
H137 -4.55 4.22 -5.43  0.07
H138 -1.09 3.35 -2.35  0.10
C57 3.93 -2.46 -2.44  -0.25
O16 1.38 1.78 5.72  -0.20
H139 4.74 1.76 -0.67  0.08
H140 3.09 -4.04 0.10  0.08
H141 3.51 -0.40 -2.49  0.11
C58 0.23 -1.26 0.94  -0.16
H142 2.08 0.95 7.47  0.09
H143 -6.01 4.74 -4.66  0.07
H144 -3.15 1.70 0.02  0.08
H145 2.27 -0.03 5.95  0.08
H146 2.85 0.97 0.37  0.10
C59 -5.17 0.89 2.38  -0.03
C60 -0.35 3.80 -4.17  -0.23
C61 4.70 0.48 1.27  -0.19
C62 -4.23 1.86 -3.78  -0.03
H147 -4.65 -1.42 -0.02  0.08
C63 1.41 -4.09 4.61  -0.23
H148 -1.32 3.50 -4.57  0.12
H149 6.30 -5.68 3.83  0.12
C64 -3.43 -0.29 5.01  -0.05
C65 1.75 -11.37 1.60  -0.48
H150 -5.29 1.47 1.47  0.06
O17 -0.17 8.50 -7.79  -0.22
C66 1.64 0.65 6.52  -0.11
C67 -2.39 2.19 0.62  -0.05
H151 -5.80 0.04 2.14  0.08
H152 -5.08 -3.72 -7.68  0.08
C68 -0.49 0.73 -2.28  -0.12
C69 -5.69 4.24 -0.95  -0.12
H153 3.07 4.69 5.43  0.12
C70 6.14 -4.29 1.35  -0.21
H154 3.17 -7.30 6.55  0.09
C71 1.85 5.12 3.02  -0.18
H155 -4.11 -5.12 -7.95  0.08
C72 -0.88 8.62 -3.52  -0.16
O18 3.16 5.44 -2.11  -0.22
O19 -0.32 1.65 -3.31  -0.17
H156 3.25 1.94 1.76  0.11
H157 3.66 -9.47 -0.41  0.12
H158 4.27 -11.45 2.88  0.11
H159 6.60 -3.70 0.56  0.11
H160 -1.97 4.64 3.39  0.06
H161 2.19 -4.71 4.17  0.09
H162 -3.24 -2.22 0.83  0.09
O20 -0.31 5.10 2.23  -0.21
H163 4.54 -7.43 1.69  0.06
H164 -5.04 -1.13 6.99  0.07
H165 -1.52 -2.44 -1.52  0.10
H166 -5.81 -1.06 4.11  0.08
O21 4.31 -6.85 4.86  -0.21
H167 0.69 3.11 -2.31  0.10
H168 -3.87 -0.01 7.70  0.08
H169 0.39 -11.43 -0.01  0.11
H170 0.65 6.49 -0.45  0.10
N9 4.80 -4.16 3.44  -0.04
N10 3.01 -10.59 1.90  -0.13
H171 7.01 -4.78 1.77  0.11
H172 2.25 6.73 -5.99  0.07
H173 -5.94 3.25 -5.69  0.08
H174 2.02 -1.36 -2.45  0.11
C73 -0.41 1.62 1.85  -0.22